[1]
Density functional theory data (ωB97M-V with the def2-TZVPD basis set) for a cluster of 4 separate species, C9H16Br6F3O4S in total at a distorted geometry.

Values from the calculation:
total charge	-1
2S+1	1
Kohn-Sham gap	6.999	eV
E_LUMO	1.61	eV
DFT total energy	-457028.2879	eV

Last column: Mulliken charge in e.
CARTESIAN COORDINATES (ANGSTROEM)
O (4.329, 0.758, 5.334)  -0.70
S (4.336, 0.232, 3.975)  1.24
O (3.727, 1.094, 2.973)  -0.64
O (5.612, -0.375, 3.558)  -0.72
C (3.240, -1.196, 4.059)  -0.96
C (1.925, -1.004, 4.792)  -0.12
O (1.211, -2.249, 4.775)  -0.57
C (0.986, 0.019, 4.161)  0.89
F (-0.252, -0.072, 4.696)  -0.33
F (0.840, -0.201, 2.848)  -0.29
F (1.389, 1.264, 4.345)  -0.26
H (3.049, -1.513, 3.036)  0.34
H (3.773, -2.002, 4.555)  0.32
H (2.088, -0.702, 5.826)  0.46
H (1.277, -2.644, 5.647)  0.35
Br (-2.257, 4.062, 2.820)  -0.17
C (-0.769, 2.831, 2.538)  -0.57
C (-0.078, 3.075, 1.227)  -0.44
Br (-1.116, 2.403, -0.280)  -0.09
H (-1.175, 1.828, 2.619)  0.38
H (-0.083, 3.008, 3.361)  0.28
H (0.864, 2.532, 1.199)  0.31
H (0.099, 4.128, 1.035)  0.39
Br (-4.387, -0.931, -1.744)  -0.15
C (-3.553, -0.411, -3.426)  -0.42
C (-2.685, 0.806, -3.270)  -0.40
Br (-3.737, 2.437, -3.116)  -0.14
H (-4.355, -0.263, -4.140)  0.42
H (-2.950, -1.262, -3.724)  0.13
H (-2.067, 0.941, -4.155)  0.25
H (-2.051, 0.757, -2.390)  0.21
Br (0.048, -1.673, -4.683)  -0.13
C (-0.309, -2.574, -6.369)  -0.59
C (-1.337, -1.837, -7.184)  -0.57
Br (-3.128, -2.091, -6.470)  -0.13
H (-0.619, -3.585, -6.125)  0.37
H (0.643, -2.601, -6.893)  0.35
H (-1.369, -2.222, -8.201)  0.34
H (-1.158, -0.767, -7.207)  0.37

=====

[2]
Density functional theory data (ωB97M-V with the def2-TZVPD basis set) for a cluster of 5 separate species, C9H16Cl12 in total at a distorted geometry.

Values from the calculation:
expectation value of S²	0.752
relative energy (zero: lowest compared OMol25 entry of this formula, charge and spin)	0.000	eV
total charge	-1
2S+1	2
Kohn-Sham gap (spin up / spin down)	3.545 / 9.404	eV
E_LUMO (spin up / spin down)	2.43 / 2.41	eV
DFT total energy	-159861.8637	eV

Last column: Mulliken charge in e.
CARTESIAN COORDINATES (ANGSTROEM)
C (-0.286, 1.686, -0.265)  0.24
Cl (1.260, 2.267, 0.466)  -0.28
Cl (-0.081, -0.037, -0.825)  -0.39
Cl (-1.578, 1.818, 0.930)  -0.26
Cl (-0.561, 2.764, -1.636)  -0.28
Cl (0.017, -1.199, -5.293)  -0.21
C (0.431, 0.559, -5.043)  -0.21
C (-0.809, 1.422, -4.738)  -0.31
Cl (-1.995, 1.514, -6.086)  -0.23
H (0.999, 0.997, -5.864)  0.35
H (1.025, 0.528, -4.130)  0.13
H (-0.509, 2.455, -4.561)  0.24
H (-1.311, 1.080, -3.833)  0.24
Cl (-5.598, 1.655, 1.012)  -0.21
C (-4.598, 0.315, 1.658)  -0.34
C (-5.686, -0.779, 2.005)  -0.56
Cl (-4.984, -2.201, 2.693)  -0.20
H (-3.946, 0.754, 2.413)  0.32
H (-3.976, -0.173, 0.906)  0.31
H (-6.397, -1.025, 1.216)  0.35
H (-6.304, -0.243, 2.725)  0.32
Cl (2.149, -2.382, 3.422)  -0.19
C (1.683, -0.914, 4.421)  -0.42
C (1.742, 0.440, 3.618)  -0.29
Cl (3.344, 0.872, 3.067)  -0.18
H (2.277, -0.949, 5.335)  0.32
H (0.639, -1.046, 4.705)  0.30
H (1.459, 1.298, 4.229)  0.34
H (1.068, 0.507, 2.764)  0.11
Cl (5.707, -2.374, -0.232)  -0.23
C (4.046, -1.832, 0.047)  -0.08
C (3.489, -1.081, -1.265)  -0.03
Cl (3.262, -2.033, -2.735)  -0.20
H (4.043, -1.141, 0.889)  0.02
H (3.411, -2.570, 0.536)  0.28
H (4.062, -0.219, -1.605)  0.32
H (2.505, -0.735, -0.949)  -0.08

=====

[3]
Density functional theory data (ωB97M-V with the def2-TZVPD basis set) for a structure of composition C9H16ClIN2O2PY at a distorted geometry.

Values from the calculation:
relative energy (zero: lowest compared OMol25 entry of this formula, charge and spin)	3.217	eV
total charge	+2
2S+1	1
Kohn-Sham gap (spin up / spin down)	4.207 / 4.325	eV
E_LUMO (spin up / spin down)	-11.75 / -11.71	eV
DFT total energy	-47604.3243	eV

Last column: Mulliken charge in e.
CARTESIAN COORDINATES (ANGSTROEM)
C (0.866, -1.163, -2.356)  -1.16
C (0.632, 0.107, -1.736)  0.90
H (1.104, -0.938, -3.408)  0.43
H (-0.005, -1.834, -2.304)  0.27
H (1.691, -1.728, -1.897)  0.39
O (0.678, 1.196, -2.194)  -0.23
I (-0.552, 0.191, 3.249)  -0.02
Y (0.230, -0.077, 0.531)  0.50
P (-2.295, -0.163, -0.045)  1.35
C (-3.075, 1.440, -0.038)  -1.30
C (-2.640, -0.919, -1.612)  -1.36
H (-2.477, -2.004, 1.515)  0.37
H (-4.047, -1.494, 0.792)  0.45
H (-3.275, -0.527, 2.103)  0.39
C (-3.105, -1.148, 1.216)  -1.27
H (-2.222, -1.938, -1.657)  0.33
H (-3.726, -0.970, -1.725)  0.47
H (-4.142, 1.290, -0.228)  0.44
H (-2.649, 2.088, -0.821)  0.38
H (-2.207, -0.333, -2.437)  0.37
H (-2.930, 1.931, 0.936)  0.37
C (-0.004, 2.044, 0.449)  0.09
O (-0.074, 3.138, 0.479)  0.12
Cl (0.263, -2.390, 0.474)  -0.40
N (3.460, 0.022, 0.058)  -0.16
C (4.633, 0.293, 0.682)  -0.15
C (4.344, 0.780, 1.969)  -0.88
C (2.929, 0.787, 2.080)  -0.30
N (2.363, 0.323, 0.912)  0.15
H (3.307, -0.335, -0.861)  0.05
H (5.556, 0.154, 0.252)  0.56
H (5.019, 1.086, 2.712)  0.44
H (2.348, 1.089, 2.910)  0.42

=====

[4]
Density functional theory data (ωB97M-V with the def2-TZVPD basis set) for a structure of composition C9H16CoI2N4OSSe.

Values from the calculation:
expectation value of S²	6.020
total charge	+1
2S+1	5
Kohn-Sham gap (spin up / spin down)	6.451 / 6.154	eV
E_LUMO (spin up / spin down)	-4.62 / -4.62	eV
DFT total energy	-147605.2067	eV

Last column: Mulliken charge in e.
CARTESIAN COORDINATES (ANGSTROEM)
Co (0.160, 0.303, 0.501)  0.18
Se (1.228, 0.212, 2.535)  -0.20
N (-0.006, 2.265, -0.156)  -0.42
C (0.078, 3.410, 0.015)  0.32
N (0.155, 4.692, 0.171)  0.08
C (1.210, 5.478, -0.494)  -0.49
C (0.606, 6.806, -0.926)  -0.58
O (0.015, 7.461, 0.175)  -0.36
C (-1.066, 6.720, 0.702)  -0.57
C (-0.582, 5.384, 1.243)  -0.50
H (1.586, 4.920, -1.350)  0.44
H (2.026, 5.652, 0.211)  0.26
H (-0.138, 6.637, -1.715)  0.34
H (1.384, 7.463, -1.310)  0.35
H (-1.827, 6.554, -0.071)  0.33
H (-1.500, 7.314, 1.503)  0.35
H (-1.416, 4.760, 1.561)  0.41
H (0.092, 5.544, 2.088)  0.28
I (2.029, -0.682, -1.317)  0.11
I (3.910, 1.168, -1.107)  0.02
S (-1.667, -0.993, -0.073)  -0.38
C (-1.924, -0.677, -1.745)  0.50
N (-2.463, -1.632, -2.493)  -0.16
C (-2.810, -1.469, -3.904)  -0.57
C (-3.065, -0.001, -4.195)  -0.64
C (-1.889, 0.821, -3.695)  -0.53
N (-1.635, 0.500, -2.292)  0.26
H (-2.655, -2.507, -2.034)  0.23
H (-3.697, -2.066, -4.108)  0.38
H (-1.997, -1.848, -4.528)  0.28
H (-3.979, 0.323, -3.694)  0.31
H (-3.195, 0.147, -5.265)  0.35
H (-2.108, 1.886, -3.761)  0.35
H (-0.995, 0.621, -4.290)  0.29
H (-1.264, 1.214, -1.682)  -0.03

=====

[5]
Density functional theory data (ωB97M-V with the def2-TZVPD basis set) for a structure of composition C9H16CoINO at a distorted geometry.

Values from the calculation:
expectation value of S²	3.767
relative energy (zero: lowest compared OMol25 entry of this formula, charge and spin)	0.000	eV
2S+1	4
Kohn-Sham gap (spin up / spin down)	6.778 / 7.342	eV
E_LUMO (spin up / spin down)	0.26 / 0.12	eV
DFT total energy	-58853.0435	eV

Last column: Mulliken charge in e.
CARTESIAN COORDINATES (ANGSTROEM)
C (-1.168, -1.308, -1.772)  -1.06
C (2.513, -2.409, -1.567)  -1.04
H (-1.671, -2.195, -1.309)  0.15
H (-1.336, -1.356, -2.871)  0.36
H (-1.521, -0.349, -1.364)  0.41
H (2.470, -3.385, -1.040)  0.24
H (2.675, -2.615, -2.644)  0.28
H (3.340, -1.773, -1.201)  0.29
Co (0.653, -1.766, -1.382)  0.01
C (2.151, 0.416, -0.395)  -0.84
H (2.162, -0.576, 0.059)  0.21
H (1.579, 1.090, 0.226)  0.31
H (3.163, 0.789, -0.552)  0.42
I (1.380, 0.397, -2.389)  0.05
O (-0.014, -1.601, 0.526)  -0.16
C (-1.211, -0.971, 1.108)  -1.03
C (-1.176, 0.537, 1.081)  1.04
C (-1.691, 1.234, 2.189)  -0.85
C (-1.643, 2.623, 2.168)  -0.36
C (-1.063, 3.265, 1.072)  -0.63
C (-0.612, 2.474, 0.005)  -0.23
N (-0.745, 1.150, -0.004)  0.00
H (0.373, -2.173, 1.204)  0.18
H (-2.087, -1.330, 0.561)  0.36
H (-1.286, -1.289, 2.158)  0.41
H (-2.106, 0.640, 2.991)  0.37
H (-2.046, 3.202, 2.998)  0.38
H (-0.966, 4.341, 0.997)  0.40
H (-0.117, 2.937, -0.852)  0.34

=====

[6]
Density functional theory data (ωB97M-V with the def2-TZVPD basis set) for a structure of composition C9H16CuFNO4S at a distorted geometry.

Values from the calculation:
total charge	+1
2S+1	1
Kohn-Sham gap	7.547	eV
E_LUMO	-5.49	eV
DFT total energy	-77455.3272	eV

Last column: Mulliken charge in e.
CARTESIAN COORDINATES (ANGSTROEM)
C (4.754, -1.781, 0.164)  -0.56
C (5.028, -0.527, -0.146)  -0.31
C (3.882, 0.298, -0.592)  1.03
O (4.067, 1.132, -1.464)  -0.67
O (2.701, -0.001, -0.013)  -0.25
C (1.826, 1.106, 0.250)  -0.70
C (0.374, 0.551, 0.277)  -0.41
C (-0.573, 1.393, 1.164)  -0.87
C (-2.039, 1.144, 0.668)  -0.61
C (-2.666, -0.155, 1.212)  -0.74
C (-2.452, -1.407, 0.329)  -0.94
N (-2.449, -1.142, -1.133)  -0.31
S (-3.951, -0.789, -1.760)  1.21
O (-3.769, -0.630, -3.151)  -0.60
O (-4.917, -1.781, -1.462)  -0.55
F (-4.346, 0.612, -1.176)  -0.19
H (5.465, -2.600, 0.090)  0.30
H (3.739, -2.038, 0.466)  0.22
H (6.025, -0.101, -0.096)  0.37
H (2.087, 1.608, 1.195)  0.49
H (1.827, 1.879, -0.556)  0.45
H (0.034, 0.556, -0.765)  0.40
H (0.463, -0.474, 0.654)  0.21
H (-0.357, 2.468, 1.153)  0.45
H (-0.508, 0.998, 2.186)  0.28
H (-1.975, 1.170, -0.428)  0.44
H (-2.647, 2.019, 0.932)  0.42
H (-2.225, -0.380, 2.191)  0.41
H (-3.748, -0.003, 1.319)  0.35
H (-1.487, -1.880, 0.559)  0.37
H (-3.207, -2.178, 0.551)  0.48
H (-2.164, -1.993, -1.617)  0.36
Cu (3.208, 2.924, -1.000)  0.47